Record 1
Entry from the Open Molecules 2025 dataset: C4H7FNOP as an isolated structure (ωB97M-V/def2-TZVPD).

As for the expectation value of S²: 2.022. The value obtained for the HOMO-LUMO gap (alpha / beta) is 0.3305 / 0.2620 Eh. The spin multiplicity is 3. The value obtained for the LUMO energy (alpha / beta) is 0.0311 / -0.0964 hartree. The value obtained for the HOMO energy (alpha / beta) is -8.15 / -9.75 eV.

CARTESIAN COORDINATES (ANGSTROEM)
C  0.753  0.908  0.349
C  -0.315  1.538  -0.627
C  0.037  -1.771  0.385
C  1.156  -0.565  0.052
N  -1.583  0.905  -0.411
O  -3.332  -0.953  -0.250
F  2.426  -0.696  0.567
P  -2.062  -0.491  0.339
H  1.634  1.557  0.443
H  0.289  0.956  1.288
H  -0.239  2.596  -0.195
H  -0.017  1.441  -1.704
H  -0.419  -2.255  -0.482
H  0.264  -2.437  1.237
H  1.407  -0.733  -0.993



Record 2
Entry from the Open Molecules 2025 dataset: one molecule with the formula C4H7FO (ωB97M-V/def2-TZVPD).

The value obtained for the HOMO-LUMO gap is 0.3927 Eh. The value obtained for the LUMO energy is 0.0346 hartree. The value obtained for the HOMO energy is -9.74 eV.

CARTESIAN COORDINATES (ANGSTROEM)
C  -0.503  -2.007  -0.538
C  -0.279  -0.853  0.480
C  -0.096  0.417  -0.301
C  1.043  1.096  -0.247
H  -0.792  -2.967  -0.080
H  0.400  -2.171  -1.110
H  -1.202  -1.745  -1.315
H  0.720  -0.982  0.906
H  -2.011  -1.053  1.379
H  -0.887  0.888  -0.881
H  1.833  0.945  0.474
O  -1.191  -0.664  1.558
F  1.164  2.276  -0.912



Record 3
Entry from the Open Molecules 2025 dataset: one molecule with the formula C4H7FO (ωB97M-V/def2-TZVPD).

The value obtained for the HOMO-LUMO gap is 0.3931 Eh. The value obtained for the LUMO energy is 0.0364 hartree. The value obtained for the HOMO energy is -9.71 eV.

CARTESIAN COORDINATES (ANGSTROEM)
C  2.383  -0.716  0.032
C  0.642  0.882  0.299
C  -0.477  -0.312  0.265
C  -1.609  0.148  -0.209
H  2.991  -0.636  -0.846
H  2.803  -0.985  0.972
H  1.627  -1.522  -0.455
H  0.788  1.319  1.449
H  0.052  1.635  -0.409
H  -0.038  -1.425  0.547
H  -1.831  1.320  -0.249
O  1.721  0.451  -0.365
F  -2.866  -0.369  -0.045



Record 4
Entry from the Open Molecules 2025 dataset: one molecule with the formula C4H7FS (ωB97M-V/def2-TZVPD).

The value obtained for the HOMO-LUMO gap is 0.3432 Eh. The value obtained for the LUMO energy is 0.0350 hartree. The value obtained for the HOMO energy is -8.39 eV.

CARTESIAN COORDINATES (ANGSTROEM)
C  -1.331  0.947  1.264
C  0.677  -0.382  -0.262
C  2.051  -0.903  -0.025
C  -0.183  -1.218  -0.869
H  -1.198  0.090  1.904
H  -2.070  0.835  0.577
H  -1.468  1.903  1.750
H  2.799  -0.290  -0.585
H  2.189  -1.901  -0.354
H  2.252  -0.809  1.073
H  0.077  -2.166  -1.344
F  -1.448  -0.856  -0.988
S  0.198  1.211  0.327



Record 5
Entry from the Open Molecules 2025 dataset: one molecule with the formula C4H7FS (ωB97M-V/def2-TZVPD).

The value obtained for the HOMO-LUMO gap is 0.3751 Eh. The value obtained for the LUMO energy is 0.0326 hartree. The value obtained for the HOMO energy is -9.32 eV.

CARTESIAN COORDINATES (ANGSTROEM)
C  -0.245  -1.156  -0.634
C  -0.142  0.290  -0.251
C  1.226  0.668  -0.102
C  -1.119  0.580  0.903
H  0.148  -1.545  -1.691
H  0.373  -1.902  0.007
H  -1.314  -1.459  -0.572
H  1.142  1.836  0.121
H  1.968  0.652  -0.952
H  -0.843  1.326  1.673
H  -1.507  -0.380  1.179
F  1.823  -0.177  0.972
S  -1.509  1.269  -0.653



Record 6
Entry from the Open Molecules 2025 dataset: an isolated ion of composition C4H7IN and charge +1 (ωB97M-V/def2-TZVPD).

The value obtained for the HOMO-LUMO gap is 0.3501 Eh. The charge is +1. The value obtained for the LUMO energy is -0.1858 hartree. The value obtained for the HOMO energy is -14.58 eV.

CARTESIAN COORDINATES (ANGSTROEM)
C  -0.164  -0.336  -2.404
C  -1.141  -0.616  0.076
C  -0.171  0.639  -0.023
C  1.120  0.472  0.688
N  -0.470  -0.109  -1.180
I  1.322  0.806  -3.367
H  -0.528  -1.071  -3.005
H  -0.720  -1.609  0.464
H  -2.210  -0.519  0.221
H  -0.444  1.752  -0.037
H  1.278  -0.608  0.755
H  1.062  0.888  1.620
H  1.898  0.957  0.261



Record 7
Entry from the Open Molecules 2025 dataset: one molecule with the formula C4H7IN2O (ωB97M-V/def2-TZVPD).

The value obtained for the HOMO-LUMO gap (alpha / beta) is 0.3191 / 0.3191 Eh. The value obtained for the LUMO energy (alpha / beta) is 0.0067 / 0.0067 hartree. The value obtained for the HOMO energy (alpha / beta) is -8.50 / -8.50 eV.

CARTESIAN COORDINATES (ANGSTROEM)
C  0.809  0.957  -0.853
C  0.564  -0.525  -1.290
C  -0.083  -1.340  -0.157
C  -1.050  -0.464  0.625
N  0.204  1.054  0.373
N  -0.135  2.266  1.009
O  1.483  1.779  -1.402
I  -2.956  0.208  -0.035
H  0.056  -0.600  -2.215
H  1.468  -1.116  -1.456
H  -0.535  -2.407  -0.538
H  0.629  -1.728  0.590
H  -0.973  -0.419  1.665
H  -0.717  2.946  0.532
H  -0.329  2.109  1.984



Record 8
Entry from the Open Molecules 2025 dataset: one molecule with the formula C4H7IN2O (ωB97M-V/def2-TZVPD).

As for the expectation value of S²: 2.006. The value obtained for the HOMO-LUMO gap (alpha / beta) is 0.2255 / 0.2185 Eh. The spin multiplicity is 3. The value obtained for the LUMO energy (alpha / beta) is 0.0252 / -0.1320 hartree. The value obtained for the HOMO energy (alpha / beta) is -5.45 / -9.54 eV.

CARTESIAN COORDINATES (ANGSTROEM)
C  0.560  0.279  0.004
C  -1.024  -1.245  1.514
C  -1.567  -1.228  0.086
C  -0.777  0.001  0.634
N  2.477  1.841  0.098
N  1.177  1.560  0.437
O  1.066  -0.555  -0.690
I  -1.815  1.715  1.359
H  -1.694  -1.159  2.417
H  -0.216  -1.980  1.746
H  -1.278  -1.700  -0.855
H  -2.750  -1.023  0.198
H  2.456  2.230  -0.932
H  3.070  1.056  0.032
H  0.913  1.879  1.299



Record 9
Entry from the Open Molecules 2025 dataset: C4H7MgNaO2 as an isolated structure (ωB97M-V/def2-TZVPD).

As for the expectation value of S²: 0.755. The value obtained for the HOMO-LUMO gap (alpha / beta) is 0.2696 / 0.3228 Eh. The charge is +1. The spin multiplicity is 2. The value obtained for the LUMO energy (alpha / beta) is -0.1466 / -0.1468 hartree. The value obtained for the HOMO energy (alpha / beta) is -11.32 / -12.78 eV.

CARTESIAN COORDINATES (ANGSTROEM)
H  2.627  1.804  -3.027
C  0.522  -0.726  0.143
C  0.182  0.050  1.393
C  -1.261  -0.242  1.256
C  -1.894  -0.059  -0.082
O  -0.844  0.190  -0.952
O  1.488  -0.298  -0.632
Na  3.732  0.418  -1.457
Mg  0.596  0.927  -1.991
H  0.509  -1.823  0.244
H  0.623  -0.380  2.301
H  0.459  1.109  1.269
H  -1.797  -0.796  2.027
H  -2.569  0.819  -0.059
H  -2.374  -0.993  -0.434



Record 10
Entry from the Open Molecules 2025 dataset: C4H7MnO3 as an isolated structure (ωB97M-V/def2-TZVPD).

As for the expectation value of S²: 8.762. The value obtained for the HOMO-LUMO gap (alpha / beta) is 0.2803 / 0.2774 Eh. The charge is +1. The spin multiplicity is 6. The value obtained for the LUMO energy (alpha / beta) is -0.2005 / -0.2106 hartree. The value obtained for the HOMO energy (alpha / beta) is -13.08 / -13.28 eV.

CARTESIAN COORDINATES (ANGSTROEM)
O  2.828  0.495  -0.001
C  3.537  -0.496  0.032
H  4.631  -0.387  0.098
H  3.103  -1.510  0.029
O  -0.729  1.479  0.009
C  -2.003  0.986  -0.100
C  -2.150  -0.499  0.140
O  -1.548  -1.084  1.242
C  -0.879  -1.442  0.024
Mn  0.947  0.891  0.038
H  -2.445  1.153  -1.105
H  -2.693  1.472  0.622
H  -3.142  -0.904  -0.096
H  -0.140  -1.140  -0.721
H  -0.885  -2.531  -0.086



Record 11
Entry from the Open Molecules 2025 dataset: one molecule with the formula C4H7N (ωB97M-V/def2-TZVPD).

The value obtained for the HOMO-LUMO gap is 0.4537 Eh. The value obtained for the LUMO energy is 0.0319 hartree. The value obtained for the HOMO energy is -11.48 eV.

CARTESIAN COORDINATES (ANGSTROEM)
C  0.715  0.950  -1.131
C  0.511  0.159  0.145
C  -0.858  -0.356  0.350
C  -0.830  -1.468  1.396
N  -0.694  -2.379  2.144
H  0.070  1.813  -0.964
H  0.217  0.363  -1.903
H  1.774  1.094  -1.343
H  0.879  0.792  0.953
H  1.167  -0.704  0.261
H  -1.351  -0.638  -0.580
H  -1.599  0.375  0.672



Record 12
Entry from the Open Molecules 2025 dataset: one molecule with the formula C4H7N (ωB97M-V/def2-TZVPD).

The value obtained for the HOMO-LUMO gap is 0.3841 Eh. The value obtained for the LUMO energy is 0.0355 hartree. The value obtained for the HOMO energy is -9.48 eV.

CARTESIAN COORDINATES (ANGSTROEM)
C  -0.838  0.250  0.361
C  0.354  0.877  -0.263
C  1.612  0.041  -0.223
C  2.560  -0.712  0.048
H  -1.865  -1.515  0.499
H  -2.354  -0.647  -0.994
H  -0.658  -0.120  1.402
H  -1.448  1.143  0.528
H  0.036  0.859  -1.326
H  0.449  1.959  0.142
H  3.607  -1.187  0.126
N  -1.454  -0.948  -0.300